(1)
Formula: CF4O3PRh
Source: the Open Molecules 2025 dataset
Level of theory: the ωB97M-V functional and the def2-TZVPD basis

Calculated values
net charge	+1
HOMO level (spin up / spin down)	-14.31 / -16.84	eV
spin multiplicity	6
HOMO-LUMO gap (spin up / spin down)	9.49 / 5.66	eV

Structure (XYZ):
```
10
Properties=species:S:1:pos:R:3:forces:R:3
C 1.147781 -0.559325 1.736885 0.28 2.74 4.88
O 0.410121 -0.995096 -0.444525 -1.09 -0.54 -0.78
O 0.490276 0.450658 1.764312 0.86 -2.60 -1.88
O 1.846514 -1.360324 2.216857 -0.80 -0.14 -2.25
Rh -0.975335 -2.425303 -0.895231 0.66 -1.11 0.12
P -0.319750 0.354684 -0.819908 0.37 7.02 -2.43
F -0.584672 0.631153 -2.364339 0.11 -1.31 1.70
F -1.822464 -0.552006 -0.841048 -0.10 0.18 0.28
F -1.168276 1.463898 -0.074499 1.09 -2.02 -0.49
F 0.981923 1.319232 -0.902597 -1.37 -2.21 0.86
```
Positions in Å, forces in eV/Å.



(2)
Formula: CF5LiO3PRu
Source: the Open Molecules 2025 dataset
Level of theory: the ωB97M-V functional and the def2-TZVPD basis

Calculated values
net charge	+2
HOMO level (spin up / spin down)	-21.04 / -21.21	eV
spin multiplicity	6
energy relative to the best compared isomer or geometry (same formula, charge and spin)	126.9	kJ/mol
HOMO-LUMO gap (spin up / spin down)	9.71 / 7.37	eV

Structure (XYZ):
```
12
Properties=species:S:1:pos:R:3:forces:R:3
P 1.062907 0.948260 -0.074027 8.15 1.56 0.70
F 2.102375 0.824476 1.119221 -1.77 -0.12 -1.15
F -0.802656 1.372455 -1.237021 0.32 -0.11 -0.62
F 2.158224 0.785561 -1.224072 -2.44 -0.06 0.71
F 1.155755 2.536275 -0.200683 -1.42 -1.81 -0.12
F -0.185499 1.197101 1.074189 0.25 0.13 1.04
O 0.719206 -0.661543 -0.189497 -1.80 0.61 -0.02
O -0.212160 -2.656113 -0.030974 -1.20 1.90 0.43
C -0.368128 -1.442748 0.036678 4.78 -2.94 -1.30
O -1.509843 -0.910826 0.240812 -2.63 0.21 0.65
Li -2.149634 -2.940382 0.279558 0.08 -0.93 -0.01
Ru -1.970548 0.947479 0.205813 -2.32 1.58 -0.30
```
Positions in Å, forces in eV/Å.



(3)
Formula: CFO4STl
Source: the Open Molecules 2025 dataset
Level of theory: the ωB97M-V functional and the def2-TZVPD basis

Calculated values
HOMO level	-9.77	eV
energy relative to the best compared isomer or geometry (same formula, charge and spin)	29.3	kJ/mol
HOMO-LUMO gap	8.77	eV

Structure (XYZ):
```
8
Properties=species:S:1:pos:R:3:forces:R:3
S 0.701348 -0.495821 -0.393910 -0.81 -1.81 0.51
F 0.829703 -0.506717 1.306027 -0.33 0.19 -1.27
O 0.577881 -1.928161 -0.718169 0.29 1.87 0.35
O -0.707567 0.141810 -0.537370 1.12 -0.10 0.39
C -2.606744 -0.587631 0.402522 -2.31 -2.90 0.06
O -3.214290 -0.035808 -0.463944 0.77 0.59 0.82
O -2.491945 -1.426571 1.218529 1.07 2.28 -0.98
Tl -1.916184 1.269122 -2.275636 0.20 -0.11 0.13
```
Positions in Å, forces in eV/Å.



(4)
Formula: CH10HgNO
Source: the Open Molecules 2025 dataset
Level of theory: the ωB97M-V functional and the def2-TZVPD basis

Calculated values
net charge	-1
HOMO level (spin up / spin down)	-1.00 / -1.00	eV
energy relative to the best compared isomer or geometry (same formula, charge and spin)	252.5	kJ/mol
HOMO-LUMO gap (spin up / spin down)	4.43 / 4.43	eV

Structure (XYZ):
```
14
Properties=species:S:1:pos:R:3:forces:R:3
C 2.065897 -0.198587 -0.770354 0.52 1.26 0.16
Hg -0.043369 -0.006225 0.025827 0.16 -3.18 -1.81
N -2.183183 0.134782 1.024349 -0.66 1.31 0.80
H 0.029891 -1.641971 0.383202 -0.16 -1.73 1.71
H -2.016951 0.163443 2.024985 -0.36 -0.02 -0.28
H -0.489141 -0.811965 -1.409566 -1.28 0.22 -1.68
H 2.165132 -1.248254 -0.989430 -0.15 -0.15 0.03
H 2.602071 0.135854 0.106223 1.05 0.02 -0.18
H 2.072608 0.458733 -1.634277 0.62 -0.01 -0.09
H -2.664943 0.955264 0.664899 -0.13 -0.38 0.33
H -2.592743 -0.726829 0.726550 -0.06 -0.32 -0.15
O 0.399294 1.984480 0.736124 2.62 3.11 1.37
H 0.877059 2.340186 -0.065834 -0.66 -0.60 1.11
H 1.157714 1.751715 1.368760 -1.50 0.47 -1.33
```
Positions in Å, forces in eV/Å.



Result set for calculated total energy: -30334.646; -32824.089; -27473.570; -8905.631 eV, one per record in the order listed.